1.
# C34H57N4OP2Pt

A molecular structure, C34H57N4OP2Pt at a distorted geometry (ωB97M-V/def2-TZVPD, OMol25).

Atoms and positions in Å:
C (-0.08, 2.47, -1.16)
C (-2.17, 1.64, -0.43)
C (-0.70, 3.56, -1.76)
C (-2.80, 2.85, -0.84)
C (-2.06, 3.79, -1.53)
H (-0.09, 4.24, -2.35)
H (-3.87, 2.95, -0.65)
H (-2.53, 4.69, -1.93)
N (-0.79, 1.58, -0.45)
P (2.09, 1.23, 0.09)
P (-2.11, -1.08, 0.29)
C (1.39, 2.19, -1.33)
H (1.52, 1.58, -2.24)
H (1.93, 3.13, -1.50)
C (0.67, -1.66, 1.15)
O (0.99, -2.72, 1.52)
C (-2.85, 0.47, -0.06)
H (-3.92, 0.58, 0.11)
C (-2.73, -1.92, -1.33)
C (-3.06, -1.91, 1.76)
C (3.68, 0.40, -0.58)
C (2.52, 2.70, 1.22)
C (-1.86, -3.16, -1.54)
H (-1.88, -3.84, -0.68)
H (-2.24, -3.71, -2.42)
H (-0.83, -2.87, -1.73)
C (-4.22, -2.30, -1.28)
H (-4.47, -3.05, -0.52)
H (-4.86, -1.41, -1.13)
H (-4.49, -2.72, -2.26)
C (-2.60, -0.96, -2.51)
H (-2.91, -1.47, -3.43)
H (-3.24, -0.08, -2.39)
H (-1.58, -0.61, -2.64)
C (-2.92, -3.45, 1.66)
H (-1.87, -3.74, 1.64)
H (-3.38, -3.89, 2.55)
H (-3.43, -3.88, 0.79)
C (-2.45, -1.51, 3.11)
H (-1.40, -1.81, 3.19)
H (-2.53, -0.44, 3.28)
H (-3.01, -2.02, 3.91)
C (-4.53, -1.48, 1.81)
H (-5.11, -1.77, 0.93)
H (-5.00, -1.98, 2.68)
H (-4.63, -0.40, 1.96)
C (3.07, 2.15, 2.54)
H (3.37, 3.00, 3.18)
H (2.32, 1.57, 3.07)
H (3.95, 1.51, 2.40)
C (1.25, 3.51, 1.53)
H (0.88, 4.06, 0.65)
H (0.44, 2.86, 1.89)
H (1.47, 4.24, 2.32)
C (3.52, 3.70, 0.59)
H (3.43, 4.65, 1.13)
H (4.56, 3.38, 0.71)
H (3.32, 3.91, -0.47)
C (3.71, 0.43, -2.11)
H (3.75, 1.46, -2.51)
H (4.62, -0.08, -2.45)
H (2.85, -0.08, -2.54)
C (3.66, -1.06, -0.11)
H (2.84, -1.61, -0.57)
H (4.61, -1.53, -0.41)
H (3.59, -1.13, 0.98)
C (4.99, 1.04, -0.10)
H (5.16, 2.03, -0.55)
H (5.07, 1.11, 0.99)
H (5.82, 0.40, -0.44)
Pt (0.07, -0.05, 0.50)
N (0.71, -0.79, -1.94)
C (0.50, -1.41, -2.91)
C (0.84, -2.15, -4.20)
C (-0.34, -2.05, -5.16)
C (2.07, -1.51, -4.86)
C (1.16, -3.61, -3.90)
H (-1.24, -2.51, -4.71)
H (-0.55, -1.00, -5.39)
H (-0.13, -2.58, -6.10)
H (2.97, -1.63, -4.23)
H (2.29, -2.00, -5.82)
H (1.90, -0.44, -5.06)
H (1.37, -4.16, -4.83)
H (2.05, -3.70, -3.27)
H (0.31, -4.11, -3.40)
N (-0.66, 1.77, 6.79)
C (-0.53, 1.41, 5.49)
C (-1.31, 2.02, 4.48)
C (-1.14, 1.62, 3.16)
N (-0.21, 0.70, 2.80)
C (0.54, 0.11, 3.76)
C (0.40, 0.42, 5.11)
H (-1.32, 2.48, 7.07)
H (-0.10, 1.34, 7.51)
H (-2.04, 2.79, 4.73)
H (-1.75, 2.06, 2.37)
H (1.28, -0.63, 3.44)
H (1.02, -0.09, 5.84)

- 2S+1 = 5
- E (Eh) = -2425.010699
- total charge = +3
- gap between HOMO and LUMO (alpha / beta) (Eh) = 0.169 / 0.154
- LUMO level (alpha / beta) (eV) = -8.751 / -12.757
- F_max (eV/Å) = 7.4
- ⟨S²⟩ = 6.1035

---

2.
# C9H22AsO6PbS4

A molecular structure, C9H22AsO6PbS4 at a distorted geometry (ωB97M-V/def2-TZVPD, OMol25).

Atoms and positions in Å:
Pb (-0.20, -12.86, -7.56)
O (-0.43, -12.54, -9.96)
S (-1.86, -12.95, -9.89)
O (-2.73, -11.81, -9.61)
O (-1.86, -13.87, -8.58)
O (-2.26, -13.76, -11.04)
C (-0.12, -10.50, -3.38)
C (-0.15, -11.99, -3.09)
O (0.80, -12.72, -3.95)
C (2.15, -12.60, -3.57)
C (2.90, -13.75, -4.23)
H (-0.72, -9.90, -2.68)
H (-0.63, -10.31, -4.35)
H (0.87, -10.09, -3.29)
H (-1.15, -12.33, -3.35)
H (0.02, -12.28, -2.07)
H (2.22, -12.54, -2.50)
H (2.50, -11.63, -4.01)
H (2.68, -14.73, -3.71)
H (3.97, -13.57, -4.21)
H (2.58, -13.85, -5.30)
C (-1.68, -16.53, -7.39)
As (0.11, -16.47, -6.84)
C (1.22, -18.10, -7.19)
C (-0.03, -16.15, -4.91)
S (1.44, -14.95, -7.63)
H (-1.90, -17.60, -7.33)
H (-1.78, -16.09, -8.37)
H (-2.31, -15.97, -6.71)
H (1.21, -18.81, -6.33)
H (2.26, -17.78, -7.28)
H (0.82, -18.59, -8.11)
H (0.63, -15.36, -4.61)
H (0.31, -17.08, -4.47)
H (-1.07, -15.86, -4.69)
C (-4.72, -10.91, -8.06)
O (-4.47, -12.08, -7.17)
C (-3.55, -11.76, -6.19)
S (-3.53, -10.23, -5.60)
S (-2.66, -12.99, -5.62)
H (-5.26, -10.16, -7.41)
H (-5.21, -11.26, -9.00)
H (-3.77, -10.51, -8.37)

- E (Eh) = -4828.980762
- total charge = -1
- gap between HOMO and LUMO (Eh) = 0.221
- LUMO level (eV) = 2.084
- F_max (eV/Å) = 3.4

---

3.
# C2H4N2O3

A single C2H4N2O3 molecule at a distorted geometry (ωB97M-V/def2-TZVPD, OMol25).

Atoms and positions in Å:
C (0.67, 0.49, 0.00)
C (-1.38, -0.84, -0.07)
H (3.24, -0.87, 0.04)
H (1.03, 1.53, -0.11)
H (-2.36, 1.12, 0.18)
H (-0.71, -1.78, -0.19)
N (1.46, -0.51, 0.16)
N (-0.69, 0.32, 0.15)
O (2.80, -0.04, -0.09)
O (-1.46, 1.49, -0.05)
O (-2.60, -0.90, -0.01)

- E (Eh) = -413.721612
- gap between HOMO and LUMO (Eh) = 0.366
- structure (SMILES) = O=CN(O)/C=N/O
- LUMO level (eV) = 0.639
- F_max (eV/Å) = 2.0

---

4.
# C20H13BrCl3IMnN4O3Si

A molecular structure, C20H13BrCl3IMnN4O3Si (ωB97M-V/def2-TZVPD, OMol25).

Atoms and positions in Å:
Mn (1.33, 1.21, 0.75)
O (0.12, 2.18, 1.86)
N (-0.43, 1.58, 2.93)
N (-0.33, 0.24, 2.79)
O (0.34, -0.29, 1.75)
C (-0.83, -0.59, 3.75)
C (-1.53, -0.08, 4.87)
C (-2.05, -0.95, 5.81)
C (-1.91, -2.33, 5.69)
C (-1.21, -2.83, 4.59)
C (-0.67, -1.99, 3.63)
H (-1.64, 0.99, 4.97)
H (-2.58, -0.54, 6.66)
H (-2.32, -3.00, 6.43)
H (-1.07, -3.90, 4.47)
H (-0.12, -2.37, 2.79)
N (-1.73, 5.21, -4.79)
C (-1.25, 4.59, -3.95)
C (-0.65, 3.81, -2.88)
C (-1.46, 3.19, -1.93)
C (-0.88, 2.46, -0.90)
C (0.51, 2.30, -0.81)
C (1.29, 2.92, -1.79)
C (0.73, 3.68, -2.81)
H (-2.54, 3.29, -1.99)
H (-1.51, 2.02, -0.14)
H (2.37, 2.80, -1.76)
H (1.35, 4.17, -3.55)
O (4.09, -0.56, -2.05)
C (3.31, -0.10, -1.26)
N (2.51, 0.33, -0.51)
Br (-2.88, -4.07, -2.06)
C (-1.46, -3.28, -3.04)
C (-1.34, -3.65, -4.38)
C (-0.33, -3.10, -5.15)
C (0.55, -2.19, -4.59)
C (0.42, -1.83, -3.26)
C (-0.59, -2.37, -2.47)
I (-0.62, -1.71, -0.49)
H (-2.04, -4.36, -4.80)
H (-0.24, -3.40, -6.19)
H (1.35, -1.76, -5.19)
H (1.11, -1.12, -2.82)
Cl (4.46, -0.35, 2.46)
Si (3.18, 1.36, 2.48)
Cl (2.55, 1.43, 4.49)
Cl (4.62, 2.93, 2.43)

- 2S+1 = 6
- E (Eh) = -6907.616837
- total charge = -2
- gap between HOMO and LUMO (alpha / beta) (Eh) = 0.152 / 0.227
- LUMO level (alpha / beta) (eV) = 3.746 / 3.745
- F_max (eV/Å) = 0.6
- ⟨S²⟩ = 8.8404

---

5.
# C5H11NS

2 unconnected molecules or ions with the total composition C5H11NS at a distorted geometry (ωB97M-V/def2-TZVPD, OMol25).

Atoms and positions in Å:
C (1.79, -1.27, -0.58)
C (2.51, -0.62, 0.59)
S (1.53, 0.01, 1.96)
H (1.11, -0.66, -1.17)
H (1.24, -2.14, -0.23)
H (2.52, -1.66, -1.30)
H (3.17, 0.16, 0.21)
H (3.16, -1.36, 1.07)
C (-2.29, -0.09, -1.26)
C (-3.36, -0.04, -2.03)
C (-0.74, 1.13, 0.06)
N (-1.70, 1.11, -0.77)
H (-1.86, -1.02, -0.91)
H (-3.81, 0.87, -2.39)
H (-3.70, -0.94, -2.52)
H (-0.47, 2.07, 0.53)
H (-0.04, 0.31, 0.31)
H (-2.12, 1.97, -1.11)

- 2S+1 = 2
- E (Eh) = -649.691670
- total charge = +1
- gap between HOMO and LUMO (alpha / beta) (Eh) = 0.283 / 0.258
- LUMO level (alpha / beta) (eV) = -5.227 / -5.506
- F_max (eV/Å) = 1.4
- ⟨S²⟩ = 0.7528